Entry 1:
{"formula": "C5H8N2", "method": "ωB97M-V with the def2-TZVPD basis set", "elements": ["N", "N", "C", "C", "C", "C", "C", "H", "H", "H", "H", "H", "H", "H", "H"], "coordinates": [[-0.660, -2.581, -1.009], [-0.623, 0.513, -0.033], [0.499, -1.342, 1.095], [-0.583, 1.947, -0.005], [-0.292, -0.106, -1.285], [-0.620, -1.479, -1.374], [0.563, -0.202, 0.161], [-0.476, -1.763, 1.358], [0.300, 2.371, -0.513], [1.325, -2.066, 1.118], [0.160, 0.448, -2.111], [-0.580, 2.262, 1.041], [-1.488, 2.306, -0.494], [1.567, 0.199, 0.051], [0.698, -0.420, 1.771]], "nbo_charge": [-0.356, -0.396, -0.617, -0.406, -0.239, 0.258, -0.003, 0.252, 0.169, 0.239, 0.231, 0.210, 0.211, 0.206, 0.240], "e_above_lowest_kcal_mol": 83.2, "e_lumo_ev": 0.918, "homo_ha": -0.3240, "total_charge": 0, "smiles": "C[C@H]1[C@@H](C#N)N1C"}

=====

Entry 2:
{"formula": "C5H13NO", "method": "ωB97M-V with the def2-TZVPD basis set", "elements": ["O", "N", "C", "C", "C", "C", "C", "H", "H", "H", "H", "H", "H", "H", "H", "H", "H", "H", "H", "H"], "coordinates": [[2.720, -1.488, -0.453], [1.287, 1.312, -0.007], [-1.992, -1.777, -0.203], [1.963, 2.336, 0.217], [0.169, 0.771, 0.894], [-1.065, 0.637, 0.009], [-1.157, -0.644, -0.828], [3.048, 2.382, 0.084], [-1.386, -2.646, 0.039], [0.485, -0.149, 1.322], [-2.803, -2.136, -0.825], [-0.003, 1.584, 1.597], [-2.376, -1.410, 0.748], [-1.418, -0.421, -1.845], [-1.275, 1.563, -0.536], [-0.126, -1.024, -0.883], [2.123, -2.151, -0.082], [-1.912, 0.649, 0.698], [1.517, 3.293, 0.455], [2.201, -0.679, -0.399]], "nbo_charge": [-0.899, -0.030, -0.612, 0.066, -0.227, -0.425, -0.411, 0.282, 0.219, 0.263, 0.240, 0.245, 0.202, 0.238, 0.235, 0.189, 0.473, 0.250, 0.264, 0.437], "e_above_lowest_kcal_mol": 70.7, "e_lumo_ev": [-6.030, -8.458], "s2": 0.76, "homo_ha": [-0.5541, -0.5539], "spin_multiplicity": 2, "total_charge": 1}

=====

Entry 3:
{"formula": "C5H9N4", "method": "ωB97M-V with the def2-TZVPD basis set", "elements": ["N", "N", "N", "N", "C", "C", "C", "C", "C", "H", "H", "H", "H", "H", "H", "H", "H", "H"], "coordinates": [[-0.966, 0.699, 0.109], [1.223, -1.712, 1.391], [-1.108, 0.524, -1.223], [0.308, 0.928, 0.401], [-2.188, 0.527, 0.727], [-2.388, 0.173, -1.516], [1.750, -0.809, 0.875], [2.812, -0.286, 0.082], [-3.040, 0.089, -0.264], [-0.433, 0.639, -1.942], [-4.017, -0.159, -0.147], [3.728, -0.970, -0.040], [2.492, -0.404, -0.921], [0.508, -1.825, 2.041], [-2.583, 0.076, -2.571], [-2.267, 0.765, 1.721], [0.582, 1.322, 1.286], [2.872, 0.697, 0.394]], "nbo_charge": [0.072, -0.522, -0.296, -0.717, -0.030, 0.003, 0.670, -0.750, -0.284, 0.445, 0.247, 0.296, 0.284, 0.440, 0.253, 0.244, 0.366, 0.280], "e_above_lowest_kcal_mol": 129.1, "e_lumo_ev": [-3.980, -3.980], "homo_ha": [-0.4270, -0.4270], "total_charge": 1}

=====

Entry 4:
{"formula": "C12H30N4OP", "method": "ωB97M-V with the def2-TZVPD basis set", "elements": ["P", "O", "N", "N", "N", "N", "C", "C", "C", "C", "C", "C", "C", "C", "C", "C", "C", "C", "H", "H", "H", "H", "H", "H", "H", "H", "H", "H", "H", "H", "H", "H", "H", "H", "H", "H", "H", "H", "H", "H", "H", "H", "H", "H", "H", "H", "H", "H"], "coordinates": [[1.327, 2.105, -2.076], [2.631, 1.430, -2.439], [0.589, 2.086, -3.630], [0.219, 3.412, -1.571], [0.660, 1.002, -0.947], [-0.092, -1.946, 1.805], [-2.228, -4.892, 3.217], [-0.799, -1.573, 4.202], [0.340, -0.363, -1.336], [0.927, 4.668, -1.287], [-1.716, -3.978, 4.046], [1.490, 2.047, -4.773], [0.266, -3.191, 1.151], [-2.020, -2.502, 4.017], [1.420, 0.985, 0.304], [-0.855, 3.231, -0.605], [-0.652, 1.419, -3.941], [0.342, -1.871, 3.212], [1.221, -0.937, -1.649], [1.490, 4.619, -0.348], [-1.103, 1.862, -4.835], [0.911, -2.793, 3.448], [-2.685, -2.292, 4.863], [0.879, 0.427, 1.071], [-0.397, -0.395, -2.138], [-0.398, -1.847, 5.194], [0.228, 5.505, -1.226], [1.051, -1.036, 3.278], [-2.966, -4.626, 2.471], [-1.472, 2.371, -0.844], [1.847, 1.031, -4.986], [-1.504, 4.113, -0.654], [1.356, -3.261, 1.097], [1.558, 2.008, 0.679], [-1.855, -5.909, 3.281], [0.977, 2.429, -5.661], [-0.502, 0.349, -4.138], [-0.060, -4.072, 1.715], [1.632, 4.893, -2.095], [2.412, 0.538, 0.172], [-0.131, -3.216, 0.133], [-0.504, 3.126, 0.428], [-1.072, -1.730, 1.703], [-1.388, 1.530, -3.144], [-2.594, -2.252, 3.117], [-1.022, -4.312, 4.813], [2.359, 2.679, -4.606], [-0.119, -0.874, -0.489]], "nbo_charge": [2.256, -1.017, -0.787, -0.703, -0.806, -0.676, -0.496, -0.706, -0.422, -0.420, -0.128, -0.394, -0.408, -0.492, -0.432, -0.399, -0.396, -0.248, 0.180, 0.176, 0.182, 0.116, 0.201, 0.252, 0.185, 0.127, 0.192, 0.160, 0.178, 0.220, 0.176, 0.187, 0.171, 0.179, 0.175, 0.177, 0.172, 0.176, 0.198, 0.188, 0.170, 0.188, 0.356, 0.207, 0.167, 0.175, 0.208, 0.235], "e_above_lowest_kcal_mol": 19.5, "e_lumo_ev": 2.468, "homo_ha": -0.0483, "total_charge": -1}

=====

Entry 5:
{"formula": "C5H10O", "method": "ωB97M-V with the def2-TZVPD basis set", "elements": ["O", "C", "C", "C", "C", "C", "H", "H", "H", "H", "H", "H", "H", "H", "H", "H"], "coordinates": [[0.518, 0.166, -1.302], [-0.372, 0.050, -0.089], [-1.156, 1.334, 0.068], [0.948, -0.070, 0.738], [1.600, -0.164, -0.553], [-1.241, -1.189, -0.171], [-1.802, -1.285, 0.767], [2.401, -0.692, -1.033], [-1.920, 1.425, -0.713], [1.395, -0.841, 1.396], [-1.656, 1.354, 1.042], [1.128, 0.878, 1.246], [-0.490, 2.199, -0.001], [-0.634, -2.091, -0.296], [3.139, -0.045, 0.758], [-1.961, -1.126, -0.993]], "nbo_charge": [-0.493, 0.267, -0.634, -0.528, 0.178, -0.633, 0.221, 0.208, 0.223, 0.256, 0.220, 0.226, 0.225, 0.222, -0.180, 0.221], "e_above_lowest_kcal_mol": 132.0, "e_lumo_ev": [0.847, -0.115], "homo_ha": [-0.3228, -0.2546], "total_charge": 0}

=====

Entry 6:
{"formula": "C5H12O2", "method": "ωB97M-V with the def2-TZVPD basis set", "elements": ["O", "O", "C", "C", "C", "C", "C", "H", "H", "H", "H", "H", "H", "H", "H", "H", "H", "H", "H"], "coordinates": [[1.692, 0.140, -1.698], [0.796, 2.392, -1.679], [-1.284, -0.608, 0.614], [-0.226, -1.462, 0.958], [-0.881, 0.540, -0.254], [-2.477, -0.675, 1.237], [1.151, -1.030, 0.770], [1.803, -1.576, 1.459], [-0.074, 0.227, -0.906], [-0.370, -2.502, 1.238], [1.211, 1.285, -1.667], [1.279, 0.017, 1.025], [-1.644, 1.231, -0.595], [1.316, 3.164, -1.451], [-0.358, 1.195, 0.462], [2.411, 0.042, -2.323], [1.548, -1.152, -0.264], [-3.144, 0.163, 1.076], [-2.749, -1.391, 1.999]], "nbo_charge": [-1.132, -1.139, -0.132, 0.253, -0.675, -0.157, -0.766, 0.241, 0.299, 0.212, 0.499, 0.273, 0.255, 0.449, 0.245, 0.462, 0.395, 0.214, 0.204], "e_above_lowest_kcal_mol": 131.9, "e_lumo_ev": -2.866, "homo_ha": -0.2862, "total_charge": 0}

=====

Entry 7:
{"formula": "C4H10NO", "method": "ωB97M-V with the def2-TZVPD basis set", "elements": ["O", "N", "C", "C", "C", "C", "H", "H", "H", "H", "H", "H", "H", "H", "H", "H"], "coordinates": [[2.025, 0.236, 0.771], [-0.136, 0.038, -0.620], [-1.052, -0.693, -1.404], [-0.795, 0.489, 0.714], [-0.547, 1.321, 1.733], [1.359, -0.678, 0.006], [2.649, 0.720, 0.213], [0.197, 0.751, -1.311], [0.192, 2.098, 1.721], [1.917, -0.969, -0.900], [1.087, -1.571, 0.648], [-1.541, -1.532, -0.918], [-1.283, 1.217, 2.554], [-1.533, -0.243, 0.836], [-1.898, -0.054, -1.672], [-0.642, -1.130, -2.372]], "nbo_charge": [-0.647, -0.442, -0.460, -0.066, -0.313, 0.148, 0.500, 0.435, 0.232, 0.199, 0.227, 0.238, 0.257, 0.195, 0.247, 0.250], "e_above_lowest_kcal_mol": 62.6, "e_lumo_ev": -3.300, "homo_ha": -0.5463, "total_charge": 1, "smiles": "C=C[N@H+](C)CO"}

=====

Entry 8:
{"formula": "C24H62N4O5P", "method": "ωB97M-V with the def2-TZVPD basis set", "elements": ["P", "O", "O", "O", "O", "O", "N", "N", "N", "N", "C", "C", "C", "C", "C", "C", "C", "C", "C", "C", "C", "C", "C", "C", "C", "C", "C", "C", "C", "C", "C", "C", "C", "C", "H", "H", "H", "H", "H", "H", "H", "H", "H", "H", "H", "H", "H", "H", "H", "H", "H", "H", "H", "H", "H", "H", "H", "H", "H", "H", "H", "H", "H", "H", "H", "H", "H", "H", "H", "H", "H", "H", "H", "H", "H", "H", "H", "H", "H", "H", "H", "H", "H", "H", "H", "H", "H", "H", "H", "H", "H", "H", "H", "H", "H", "H"], "coordinates": [[5.078, -3.581, -1.247], [-2.848, -3.983, -4.370], [-1.746, 1.307, 0.595], [1.290, 0.354, -2.744], [-5.274, 5.177, 4.032], [7.028, -0.298, 1.824], [1.422, -4.683, -2.069], [5.368, -2.641, -2.442], [2.209, -3.948, 0.008], [3.718, -4.647, -1.618], [-6.395, 5.559, 4.811], [-3.658, 1.451, 2.146], [-2.517, 1.166, -0.585], [-4.057, 5.010, 4.734], [1.576, -2.577, -0.157], [-6.229, 6.888, 5.527], [2.021, 0.421, -3.960], [0.319, -2.790, -0.959], [3.527, 0.495, -3.792], [-2.879, 2.478, -1.257], [6.948, 0.904, 2.578], [7.745, 0.877, 3.869], [-3.318, -2.323, -2.616], [-4.076, -4.689, -4.260], [5.094, -1.416, 2.853], [0.978, 2.783, -2.467], [-4.110, 3.939, 5.811], [-5.177, -4.159, -5.161], [-2.354, 2.045, 1.646], [0.742, -3.351, -2.310], [2.480, -4.447, -1.206], [6.564, -1.465, 2.463], [1.426, 1.464, -1.866], [-2.891, -2.607, -4.046], [4.750, -2.821, -0.113], [1.653, 1.248, -4.575], [-0.055, 2.714, -2.810], [-7.149, 7.148, 6.052], [-3.325, 4.721, 3.978], [5.901, 1.165, 2.772], [0.796, 1.231, -1.005], [-4.813, 4.190, 6.605], [5.221, -1.686, -2.133], [-5.462, -3.139, -4.903], [1.048, 3.576, -1.723], [-0.267, -1.885, -1.051], [3.883, -0.359, -3.214], [6.714, -2.271, 1.740], [0.741, -5.197, -1.511], [-3.841, -5.715, -4.542], [3.855, 1.403, -3.283], [-4.429, 1.448, 1.376], [-1.622, 2.049, 2.454], [3.930, -5.435, -2.221], [4.889, -0.644, 3.593], [-3.254, -1.252, -2.417], [-7.222, 5.630, 4.105], [-6.065, -4.784, -5.073], [-4.410, -4.719, -3.217], [-5.425, 6.860, 6.263], [-0.096, -3.490, -2.975], [-4.851, -4.158, -6.202], [6.162, -4.419, -0.982], [-2.495, 3.088, 1.345], [-3.127, 3.814, 6.266], [-4.034, 2.035, 2.987], [-4.340, -2.645, -2.421], [-3.415, 2.290, -2.187], [4.012, 0.471, -4.768], [-3.718, 5.965, 5.150], [-3.518, 3.097, -0.626], [2.252, -1.939, -0.721], [-4.421, 2.985, 5.382], [-6.658, 4.768, 5.522], [3.018, -3.928, 0.619], [-3.415, 0.569, -0.385], [1.453, -2.679, -2.777], [7.368, 0.131, 4.571], [-5.997, 7.680, 4.814], [7.185, -1.710, 3.330], [-1.896, 0.577, -1.266], [4.475, -1.198, 1.977], [7.691, 1.848, 4.360], [-3.512, 0.421, 2.475], [-3.522, -2.060, -4.755], [1.367, -2.167, 0.819], [8.791, 0.647, 3.668], [-2.666, -2.845, -1.910], [4.783, -2.372, 3.280], [1.774, -0.498, -4.495], [2.455, 1.537, -1.495], [1.591, 3.073, -3.321], [-1.872, -2.247, -4.198], [-0.233, -3.564, -0.437], [7.346, 1.677, 1.922], [-1.980, 3.055, -1.479]], "mulliken_charge": [0.347, -0.419, -0.347, -0.177, -0.401, -0.428, -0.331, -0.583, -0.222, -0.123, -0.330, -0.737, 0.140, -0.330, -0.622, -1.018, -0.518, -0.320, -0.710, -1.226, -0.308, -1.028, -0.632, -0.315, -1.059, -1.337, -1.093, -1.066, -0.457, -0.571, 0.113, -0.354, -0.243, -0.504, 0.003, 0.385, 0.271, 0.384, 0.289, 0.292, 0.259, 0.328, 0.190, 0.277, 0.420, 0.153, -0.151, 0.286, 0.338, 0.341, 0.305, 0.246, 0.325, 0.317, 0.350, 0.079, 0.324, 0.394, 0.303, 0.261, 0.213, 0.294, 0.153, 0.332, 0.390, 0.115, 0.413, 0.376, 0.459, 0.356, 0.368, 0.280, 0.265, 0.296, 0.359, 0.309, 0.281, 0.266, 0.293, 0.338, -0.023, 0.251, 0.388, 0.297, 0.437, 0.511, 0.293, 0.218, 0.392, 0.387, 0.360, 0.364, 0.203, 0.395, 0.338, 0.275], "e_above_lowest_kcal_mol": 14.7, "e_lumo_ev": -3.976, "homo_ha": -0.4037, "total_charge": 1}

=====

| no. | E_tot (eV) |
| --- | --- |
| 1 | -8291.3869 |
| 2 | -8922.6836 |
| 3 | -11279.8849 |
| 4 | -30223.5680 |
| 5 | -7389.0411 |
| 6 | -9469.4158 |
| 7 | -7838.6036 |
| 8 | -51370.5399 |